{
  "formula": "C5H13NS",
  "method": "wB97M-V/def2-TZVPD",
  "spin_multiplicity": 1,
  "e_lumo_ev": 1.024,
  "smiles": "CN[C@@H](C)CCS",
  "e_above_lowest_ev": 0.933,
  "orbital_gap_ev": 9.6,
  "homo_energy_ha": -0.3141,
  "total_energy_ev": -17720.317,
  "elements": ["C", "N", "C", "C", "C", "S", "C", "H", "H", "H", "H", "H", "H", "H", "H", "H", "H", "H", "H", "H"],
  "positions_angstrom": [[-2.10311, -1.90102, -1.72331], [-1.48442, -1.12710, -0.64587], [-0.01308, -1.11746, -0.44229], [0.38603, 0.31943, -0.02286], [0.69857, 0.59129, 1.46417], [0.95640, 2.36754, 1.74295], [0.70938, -1.50249, -1.71493], [-1.69874, -2.92571, -1.81950], [-3.13728, -2.11977, -1.46225], [-1.94418, -1.43861, -2.69188], [-2.01243, -1.31587, 0.18712], [0.14901, -1.78997, 0.42256], [1.29547, 0.59776, -0.56333], [-0.53175, 0.89266, -0.15919], [-0.18910, 0.31031, 2.04339], [1.51733, -0.01409, 1.85645], [0.74725, 2.73619, 0.46996], [0.54257, -2.55218, -1.94563], [0.34580, -0.87454, -2.52806], [1.78251, -1.36520, -1.60538]]
}

---

{
  "formula": "C5H13NS",
  "method": "wB97M-V/def2-TZVPD",
  "spin_multiplicity": 1,
  "e_lumo_ev": 0.926,
  "smiles": "CCNCCCS",
  "e_above_lowest_ev": 1.971,
  "orbital_gap_ev": 9.3,
  "homo_energy_ha": -0.3073,
  "total_energy_ev": -17719.280,
  "elements": ["C", "C", "S", "C", "N", "C", "C", "H", "H", "H", "H", "H", "H", "H", "H", "H", "H", "H", "H", "H"],
  "positions_angstrom": [[1.45742, -0.86849, -0.52832], [1.40930, -1.85566, -1.75337], [0.98803, -1.39776, -3.44037], [0.44302, 0.26619, -0.27518], [-0.28507, 0.30267, 1.02136], [-1.72065, 0.60258, 1.09836], [-1.99098, 1.55348, 2.22421], [1.60909, -1.48835, 0.38226], [2.39173, -0.36562, -0.89445], [0.80829, -2.60406, -1.40462], [2.42844, -2.16554, -1.94286], [2.00545, -0.53166, -3.63089], [-0.28011, 0.25979, -1.09401], [1.06348, 1.25511, -0.43223], [0.18013, 0.73931, 1.79573], [-2.29664, -0.27880, 1.14701], [-2.17807, 1.00604, 0.14301], [-1.34518, 2.52340, 2.16117], [-1.77274, 1.04809, 3.24109], [-2.91494, 1.99929, 2.18212]]
}

---

{
  "formula": "C5H13NS2",
  "method": "wB97M-V/def2-TZVPD",
  "spin_multiplicity": 2,
  "e_lumo_ev": [3.025, 1.100],
  "total_charge": -1,
  "e_above_lowest_ev": 1.881,
  "orbital_gap_ev": [5.9, 4.0],
  "homo_energy_ha": [-0.1057, -0.1056],
  "total_energy_ev": -28554.368,
  "elements": ["S", "S", "C", "C", "C", "N", "C", "C", "H", "H", "H", "H", "H", "H", "H", "H", "H", "H", "H", "H", "H"],
  "positions_angstrom": [[-0.49953, 1.14801, -2.65946], [1.31833, 0.06755, 2.20230], [0.11901, 1.33238, 1.58273], [-1.26171, 0.74353, 1.47595], [-1.34570, -0.17566, 0.24145], [-0.52582, -1.48998, 0.40224], [0.75152, -1.29534, -0.40832], [0.73874, -1.83165, -1.86306], [-1.65177, 1.58087, -2.17649], [0.45039, 1.72024, 0.66248], [0.02435, 1.95798, 2.45454], [-1.98428, 1.61785, 1.18773], [-1.67568, 0.40789, 2.59891], [-2.32406, -0.37632, -0.14302], [-0.84816, 0.43507, -0.57803], [-0.07811, -1.32365, 1.35560], [1.54395, -1.79969, 0.14604], [1.09081, -0.11362, -0.41829], [-0.13524, -1.40909, -2.36916], [1.52574, -1.45772, -2.55511], [0.63089, -2.89859, -1.83893]]
}

---

{
  "formula": "C5H13NSi",
  "method": "wB97M-V/def2-TZVPD",
  "spin_multiplicity": 1,
  "e_lumo_ev": 1.016,
  "smiles": "C=C[Si@H](N)CCC",
  "e_above_lowest_ev": 0.000,
  "orbital_gap_ev": 10.6,
  "homo_energy_ha": -0.3525,
  "total_energy_ev": -14764.060,
  "elements": ["C", "C", "C", "C", "C", "N", "Si", "H", "H", "H", "H", "H", "H", "H", "H", "H", "H", "H", "H", "H"],
  "positions_angstrom": [[2.41562, 1.62357, 0.73267], [1.67347, 0.62345, 1.17729], [-0.96539, -1.29194, -2.53795], [-0.43815, -0.28713, -1.51973], [-0.88339, -0.62249, -0.10078], [-0.65221, -0.05271, 2.73196], [-0.21073, 0.59938, 1.19352], [3.49543, 1.59300, 0.72349], [1.97243, 2.53032, 0.35367], [2.17829, -0.26149, 1.54614], [-2.05333, -1.31634, -2.52069], [-0.64384, -1.02843, -3.54343], [-0.59868, -2.29114, -2.31119], [0.65324, -0.26888, -1.56060], [-0.79054, 0.71220, -1.78453], [-0.55340, -1.63339, 0.14356], [-1.97422, -0.63897, -0.06865], [-1.60622, -0.33840, 2.88054], [-0.29899, 0.39452, 3.56229], [-0.71939, 1.95486, 0.90242]]
}

---

{
  "formula": "C5H13NSi",
  "method": "wB97M-V/def2-TZVPD",
  "spin_multiplicity": 1,
  "e_lumo_ev": [-0.168, -0.145],
  "e_above_lowest_ev": 5.180,
  "orbital_gap_ev": [7.9, 7.4],
  "homo_energy_ha": [-0.2964, -0.2765],
  "total_energy_ev": -14758.880,
  "elements": ["C", "C", "C", "C", "C", "N", "Si", "H", "H", "H", "H", "H", "H", "H", "H", "H", "H", "H", "H", "H"],
  "positions_angstrom": [[-0.44169, -0.32771, -2.88316], [-0.01348, -0.57177, -1.69467], [0.61604, -0.46208, 2.32687], [-1.43894, -1.17072, 1.10517], [1.48688, 1.73199, -0.38151], [-0.15938, -0.44804, 1.04896], [-0.02692, 0.63504, -0.29058], [-0.10017, -0.90236, -3.76137], [-0.90077, 0.66786, -2.92560], [0.45359, -1.50608, -1.45973], [0.42958, 0.42702, 2.97035], [0.55192, -1.40900, 2.90547], [1.67101, -0.30929, 2.20698], [-2.32627, -0.76499, 1.69853], [-1.89709, -1.48943, 0.12747], [-1.35689, -2.15153, 1.59114], [1.27924, 2.62544, 0.17191], [2.48566, 1.21062, -0.18568], [1.82490, 2.07875, -1.31994], [-2.13721, 2.13628, -1.25060]]
}

---

{
  "formula": "C5H13NSi",
  "method": "wB97M-V/def2-TZVPD",
  "spin_multiplicity": 1,
  "e_lumo_ev": [0.272, 0.272],
  "e_above_lowest_ev": 4.755,
  "orbital_gap_ev": [6.9, 6.9],
  "homo_energy_ha": [-0.2429, -0.2429],
  "total_energy_ev": -14759.306,
  "elements": ["C", "C", "C", "C", "C", "N", "Si", "H", "H", "H", "H", "H", "H", "H", "H", "H", "H", "H", "H", "H"],
  "positions_angstrom": [[-1.75916, -0.55612, 0.19420], [-0.92312, 0.36393, -0.26374], [-1.63105, -1.93190, 0.69702], [-1.19107, 1.81208, -0.37004], [2.13617, -0.74065, 0.95221], [1.34493, 0.39930, -1.88503], [0.92276, 0.11261, -0.23359], [-2.83448, -0.13112, 0.26069], [-1.63567, -2.74090, -0.08132], [-0.66898, -1.99020, 1.21657], [-2.50708, -2.20554, 1.30860], [-2.30687, 1.93918, -0.18560], [-0.42587, 2.27021, 0.29073], [-1.05540, 2.34405, -1.39324], [2.72549, -1.49811, 0.54559], [2.84905, 0.15740, 1.26347], [1.62473, -1.02131, 1.90185], [0.82040, 0.79558, -2.68106], [2.35401, 0.40610, -2.01911], [1.12689, 2.67434, 1.24550]]
}

---

{
  "formula": "C5H13O2",
  "method": "wB97M-V/def2-TZVPD",
  "spin_multiplicity": 1,
  "e_lumo_ev": 3.854,
  "total_charge": -1,
  "e_above_lowest_ev": 0.540,
  "orbital_gap_ev": 6.8,
  "homo_energy_ha": -0.1081,
  "total_energy_ev": -9490.788,
  "elements": ["C", "O", "C", "C", "C", "C", "H", "H", "H", "H", "H", "H", "H", "H", "H", "H", "H", "H", "H", "O"],
  "positions_angstrom": [[1.19271, 1.10791, 1.03405], [2.11543, 0.99207, 0.05559], [-0.26465, 0.88054, 0.72463], [-0.60667, -0.31398, -0.18804], [-0.39298, -1.60324, 0.64875], [-2.02624, -0.31946, -0.74002], [1.29545, 2.01569, 1.67072], [1.37612, 0.28477, 1.82951], [-0.77250, 0.72523, 1.68546], [-0.73968, 1.75708, 0.23135], [0.07201, -0.35557, -1.04038], [-1.03851, -2.46035, 0.44954], [-0.79824, -1.36544, 1.65120], [0.65806, -1.84692, 0.77577], [-2.76135, -0.22414, 0.07548], [-2.29179, 0.52945, -1.39345], [-2.22302, -1.18713, -1.34563], [3.02641, 0.81442, -2.27186], [1.90577, 0.35643, -1.45371], [2.27366, 0.21265, -2.39895]]
}

---

{
  "formula": "C5H13O2",
  "method": "wB97M-V/def2-TZVPD",
  "spin_multiplicity": 1,
  "e_lumo_ev": 3.772,
  "total_charge": -1,
  "e_above_lowest_ev": 0.134,
  "orbital_gap_ev": 7.4,
  "homo_energy_ha": -0.1326,
  "total_energy_ev": -9491.194,
  "elements": ["C", "O", "C", "C", "C", "C", "H", "H", "H", "H", "H", "H", "H", "H", "H", "H", "H", "H", "H", "O"],
  "positions_angstrom": [[-0.41311, -1.01922, -0.46493], [0.84523, -0.99728, -0.92027], [-0.57653, -0.53509, 0.98698], [0.08141, 0.83425, 1.26852], [-0.46250, 1.92138, 0.35281], [-0.10744, 1.19082, 2.75172], [-0.91351, -2.02881, -0.46075], [-1.18102, -0.46743, -1.05662], [-1.64968, -0.50569, 1.19165], [-0.05961, -1.22603, 1.64993], [1.14930, 0.66752, 1.06034], [-0.09503, 2.89401, 0.68534], [-1.53863, 1.94288, 0.37294], [-0.21071, 1.76086, -0.68761], [-1.09657, 0.84693, 3.07698], [0.68572, 0.72659, 3.32875], [-0.02253, 2.26015, 2.91634], [0.09214, -0.73630, -3.65101], [0.81870, -1.25614, -2.22794], [0.71257, -1.40965, -3.35080]]
}

---

{
  "formula": "C5H13O3",
  "method": "wB97M-V/def2-TZVPD",
  "spin_multiplicity": 1,
  "e_lumo_ev": 3.374,
  "total_charge": -1,
  "e_above_lowest_ev": 0.906,
  "orbital_gap_ev": 6.8,
  "homo_energy_ha": -0.1261,
  "total_energy_ev": -11537.636,
  "elements": ["C", "O", "C", "C", "C", "C", "O", "H", "H", "H", "H", "H", "H", "H", "H", "H", "H", "H", "H", "H", "O"],
  "positions_angstrom": [[0.98161, -0.02450, 2.20539], [0.36057, 1.14424, 2.50155], [0.32225, -0.78728, 0.96743], [1.06311, -0.60184, -0.32781], [0.23766, -0.95025, -1.54099], [-0.84949, 0.13972, -1.92183], [-0.45809, 0.92903, -3.03661], [2.03793, 0.19767, 1.94304], [1.08103, -0.83024, 2.97318], [-0.15359, -1.72438, 1.26553], [-0.56594, -0.14703, 0.87377], [2.03755, -1.12377, -0.37256], [1.43243, 0.42741, -0.43210], [0.81616, -0.83759, -2.47219], [-0.24863, -1.92183, -1.48109], [-1.75700, -0.42325, -2.15924], [-0.96905, 0.83231, -1.09008], [-0.36614, 0.38407, -3.82192], [-0.89040, 1.42725, 2.14172], [-2.19392, 2.36848, 2.07755], [-1.91807, 1.52177, 1.70727]]
}

---

{
  "formula": "C5H13O3",
  "method": "wB97M-V/def2-TZVPD",
  "spin_multiplicity": 2,
  "e_lumo_ev": [0.855, 0.467],
  "e_above_lowest_ev": 0.000,
  "orbital_gap_ev": [8.4, 10.5],
  "homo_energy_ha": [-0.2765, -0.3678],
  "total_energy_ev": -11535.469,
  "elements": ["H", "C", "C", "O", "C", "C", "O", "C", "H", "H", "H", "H", "H", "H", "H", "H", "H", "H", "H", "O", "H"],
  "positions_angstrom": [[1.68981, -4.43333, 1.38263], [1.28911, -3.85496, 2.22863], [1.09947, -2.42417, 1.85323], [2.22334, -1.85362, 1.33125], [2.24970, -0.44500, 1.20824], [1.60624, 0.06604, -0.07232], [2.10319, -0.52621, -1.25061], [3.30348, 0.02098, -1.74832], [1.98983, -3.96247, 3.07658], [0.32992, -4.29370, 2.53242], [0.53278, -1.78787, 2.54622], [-0.80643, -2.23348, 0.35261], [3.30733, -0.15770, 1.26121], [1.72692, 0.01854, 2.06173], [1.73797, 1.16155, -0.10783], [0.52782, -0.14314, -0.05949], [3.50555, -0.45845, -2.71294], [3.20085, 1.10825, -1.90053], [4.15321, -0.16844, -1.07378], [-1.63011, -2.18444, -0.29375], [-1.74238, -1.22758, -0.45038]]
}